Entry from the Open Molecules 2025 dataset: an isolated ion of composition C9H11FN and charge +1 in a non-equilibrium geometry (ωB97M-V/def2-TZVPD).

```
22
Properties=species:S:1:pos:R:3
C 3.2115 -0.2161 0.3953
C 2.7026 -1.2264 -0.4172
C 2.3198 0.7173 0.9739
C 1.3884 -1.3003 -0.7530
C 1.0150 0.5626 0.5835
C 0.4944 -0.3210 -0.3203
C -2.6410 0.8761 0.1429
C -0.8474 -0.2599 -0.8135
C -2.2748 -0.5710 0.7296
N -1.5351 1.0362 -0.7810
F -3.1925 -1.5104 0.4488
H 4.2106 -0.4663 0.8045
H 3.2977 -1.9820 -0.6202
H 2.5534 1.6149 1.5114
H 1.0346 -2.0330 -1.3292
H 0.3893 1.2843 1.0012
H -3.5326 0.8431 -0.3786
H -2.7194 1.6159 0.8238
H -1.1575 -1.0571 -1.4936
H -1.8296 -0.7272 1.7290
H -1.9917 1.2623 -1.7117
H -0.8957 1.8583 -0.5256
```

**Energy relative to the best compared isomer or geometry (same formula, charge and spin)**: 0.0 kJ/mol
**Frontier orbital gap**: 0.30082 Eh
**HOMO**: -12.28 eV
**LUMO level**: -0.1506 hartree
**Charge**: +1